1.
Formula: C10H15O2
Source: the OMol25 dataset
Level of theory: ωB97M-V with the def2-TZVPD basis set

Properties
HOMO level: -2.86 eV
Calculated total energy: -14706.0014 eV
Relative energy (zero: lowest compared OMol25 entry of this formula, charge and spin): 251.8 kJ/mol

The geometry in ORCA input format:
```
! wB97M-V def2-TZVPD RIJCOSX def2/J DEFGRID3
* xyz -1 1
C -0.16 -2.41 -0.67
C -0.25 -0.90 -0.84
C -1.65 -0.59 -1.56
C 0.06 0.17 0.21
C -0.04 0.04 1.54
O 0.23 0.75 2.51
C -0.61 -1.41 1.90
C -1.87 -1.24 1.80
O -3.02 -1.05 1.58
C 0.86 1.47 -0.30
C 0.42 2.67 0.47
C 2.34 1.25 -0.18
H -0.74 -2.65 0.17
H 0.84 -2.76 -0.37
H -0.55 -3.03 -1.45
H 0.42 -0.68 -1.66
H -1.94 -1.51 -2.14
H -1.67 0.30 -2.12
H -2.49 -0.43 -0.79
H 0.00 -2.16 2.27
H 0.65 1.67 -1.41
H 0.37 2.45 1.52
H -0.54 3.12 -0.14
H 1.23 3.39 0.30
H 2.79 1.45 0.72
H 2.80 1.88 -0.92
H 2.53 0.19 -0.46
*
```


2.
Formula: C10H16
Source: the OMol25 dataset
Level of theory: ωB97M-V with the def2-TZVPD basis set

Properties
HOMO level (alpha / beta): 1.00 / -3.86 eV
Calculated total energy: -10628.0411 eV
Relative energy (zero: lowest compared OMol25 entry of this formula, charge and spin): 26.0 kJ/mol

The geometry in ORCA input format:
```
! wB97M-V def2-TZVPD RIJCOSX def2/J DEFGRID3
* xyz -1 2
C 1.48 -0.89 0.17
C 2.00 -2.32 -0.12
C 0.17 -0.56 -0.49
C -1.08 -0.66 0.15
C 0.19 0.07 -1.78
C -2.24 -0.24 -0.47
C -0.96 0.51 -2.38
C -2.22 0.35 -1.76
H 1.42 -0.67 1.24
H 2.23 -0.18 -0.24
H 1.12 -2.95 -0.30
H -1.19 -1.13 1.12
H 1.16 0.18 -2.25
H -3.18 -0.39 0.05
H -0.95 0.97 -3.37
H -3.08 0.88 -2.18
H 2.45 -2.77 0.78
H 2.63 -2.39 -0.99
C 0.21 1.35 2.91
C 1.32 2.16 2.23
H -0.38 1.89 3.64
H -0.50 1.02 2.15
H 0.56 0.43 3.39
H 1.52 1.89 1.19
H 2.28 1.98 2.73
H 1.04 3.22 2.30
*
```